Entry 1:
{
  "formula": "C40H56Cl3GaN2O3S",
  "method": "wB97M-V/def2-TZVPD",
  "elements": ["Ga", "C", "C", "C", "C", "C", "C", "C", "C", "C", "C", "C", "C", "C", "C", "C", "C", "C", "H", "H", "H", "H", "H", "H", "H", "H", "H", "H", "H", "H", "H", "H", "H", "H", "H", "H", "H", "H", "H", "H", "H", "H", "H", "H", "H", "H", "H", "C", "C", "C", "O", "C", "H", "H", "H", "H", "H", "H", "H", "H", "C", "C", "C", "O", "H", "H", "H", "H", "H", "H", "Cl", "C", "C", "C", "C", "C", "C", "N", "C", "C", "N", "C", "O", "C", "C", "C", "Cl", "S", "C", "C", "C", "Cl", "C", "H", "H", "H", "H", "H", "H", "H", "H", "H", "H", "H", "H", "H"],
  "positions_angstrom": [[0.845, 1.692, 0.709], [3.101, 0.843, 0.005], [2.969, -0.440, -0.454], [1.947, -0.418, -1.522], [1.543, 0.879, -1.676], [2.209, 1.777, -0.720], [2.741, 3.144, -1.183], [3.898, 2.875, -2.152], [3.251, 3.969, -0.001], [1.653, 3.939, -1.901], [1.315, -1.533, -2.353], [2.353, -2.400, -3.079], [0.392, -2.378, -1.462], [0.430, -0.932, -3.455], [3.934, -1.528, 0.041], [4.589, -1.104, 1.368], [3.333, -2.917, 0.290], [5.065, -1.639, -0.999], [3.820, 1.176, 0.738], [0.845, 1.232, -2.418], [4.703, 2.323, -1.664], [4.308, 3.817, -2.517], [3.561, 2.297, -3.013], [4.055, 3.456, 0.531], [2.448, 4.192, 0.711], [3.649, 4.921, -0.352], [1.280, 3.418, -2.784], [2.051, 4.898, -2.235], [0.814, 4.148, -1.233], [2.995, -2.970, -2.416], [2.988, -1.782, -3.716], [1.835, -3.114, -3.721], [0.913, -2.856, -0.635], [-0.090, -3.157, -2.057], [-0.398, -1.743, -1.048], [0.999, -0.278, -4.117], [-0.421, -0.379, -3.051], [0.024, -1.741, -4.063], [3.846, -0.882, 2.142], [5.240, -0.238, 1.253], [5.210, -1.921, 1.734], [2.626, -2.921, 1.123], [4.141, -3.598, 0.564], [2.839, -3.341, -0.574], [5.548, -0.670, -1.137], [4.706, -1.975, -1.969], [5.817, -2.349, -0.652], [-2.023, 4.439, -0.529], [-2.131, 4.806, 0.956], [-1.065, 3.956, 1.643], [-0.712, 2.909, 0.666], [-1.619, 2.985, -0.487], [-1.259, 5.035, -1.026], [-2.962, 4.577, -1.061], [-3.120, 4.569, 1.346], [-1.951, 5.865, 1.122], [-1.426, 3.456, 2.540], [-0.150, 4.502, 1.863], [-2.473, 2.336, -0.286], [-1.069, 2.624, -1.355], [1.334, 1.747, 4.722], [1.962, 2.461, 3.579], [3.199, 3.247, 3.803], [1.445, 2.414, 2.454], [2.080, 1.404, 5.438], [0.712, 0.924, 4.377], [0.699, 2.469, 5.248], [3.081, 3.885, 4.681], [3.465, 3.835, 2.929], [4.006, 2.548, 4.046], [-3.684, -6.877, -1.619], [-3.780, -5.437, -0.679], [-2.634, -4.698, -0.434], [-2.738, -3.526, 0.291], [-3.956, -3.064, 0.785], [-4.074, -1.753, 1.517], [-3.046, -1.535, 2.632], [-1.710, -1.118, 2.178], [-0.531, -1.805, 2.365], [0.462, -1.016, 1.888], [-0.109, 0.151, 1.412], [-1.423, 0.049, 1.606], [-4.093, -0.566, 0.706], [-3.738, -0.643, -0.676], [-4.777, -1.299, -1.532], [-4.505, -2.077, -2.618], [-2.947, -2.429, -3.255], [-5.913, -2.685, -3.376], [-6.906, -1.881, -2.239], [-6.182, -1.182, -1.327], [-5.082, -3.864, 0.561], [-6.635, -3.437, 1.203], [-5.005, -5.035, -0.173], [-1.683, -5.032, -0.823], [-1.837, -2.946, 0.447], [-5.029, -1.760, 2.041], [-2.924, -2.444, 3.216], [-3.413, -0.751, 3.294], [-0.508, -2.783, 2.813], [1.521, -1.186, 1.837], [-2.172, 0.784, 1.369], [-2.772, -1.135, -0.824], [-3.624, 0.405, -0.969], [-7.978, -1.970, -2.306], [-6.622, -0.616, -0.519], [-5.892, -5.628, -0.346]],
  "homo_ev": -12.556,
  "homo_lumo_gap_ev": 7.021,
  "charge": 2,
  "e_above_lowest_ev": 0.2693
}

=====

Entry 2:
{
  "formula": "C40H56N2P",
  "method": "wB97M-V/def2-TZVPD",
  "elements": ["C", "C", "C", "C", "P", "C", "C", "C", "C", "C", "C", "C", "C", "C", "C", "C", "C", "C", "C", "H", "H", "H", "H", "H", "H", "H", "H", "H", "H", "H", "H", "H", "H", "H", "H", "H", "H", "H", "H", "H", "H", "H", "H", "H", "H", "H", "H", "H", "H", "H", "H", "H", "C", "N", "C", "C", "C", "C", "C", "C", "C", "N", "C", "C", "C", "C", "C", "C", "C", "C", "C", "C", "C", "C", "C", "C", "H", "H", "H", "H", "H", "H", "H", "H", "H", "H", "H", "H", "H", "H", "H", "H", "H", "H", "H", "H", "H", "H", "H"],
  "positions_angstrom": [[-2.589, -3.391, -3.272], [-1.306, -2.970, -4.003], [-0.760, -1.602, -3.562], [-0.626, -1.461, -2.036], [0.111, 0.210, -1.432], [1.744, 0.062, -2.373], [2.770, 1.141, -2.005], [3.787, 1.244, -3.156], [4.471, -0.094, -3.472], [3.530, -1.310, -3.479], [2.475, -1.294, -2.368], [-0.837, 1.447, -2.591], [-2.377, 1.344, -2.602], [-3.005, 2.168, -3.748], [-2.514, 3.614, -3.808], [-1.000, 3.729, -3.664], [-0.420, 2.920, -2.488], [-1.910, -1.882, -1.283], [-2.475, -3.239, -1.753], [-3.420, -2.778, -3.641], [-2.826, -4.433, -3.535], [-0.532, -3.724, -3.816], [-1.480, -2.951, -5.088], [0.215, -1.444, -4.043], [-1.403, -0.809, -3.967], [0.143, -2.177, -1.700], [1.432, 0.249, -3.411], [2.315, 2.117, -1.828], [3.279, 0.847, -1.078], [3.251, 1.576, -4.058], [4.547, 2.003, -2.930], [4.975, -0.024, -4.448], [5.270, -0.271, -2.732], [3.007, -1.329, -4.446], [4.125, -2.231, -3.420], [2.946, -1.437, -1.388], [1.817, -2.151, -2.527], [-0.477, 1.082, -3.563], [-2.714, 0.307, -2.700], [-2.778, 1.693, -1.638], [-2.746, 1.688, -4.702], [-4.101, 2.137, -3.654], [-2.817, 4.071, -4.761], [-3.016, 4.192, -3.022], [-0.558, 3.334, -4.587], [-0.709, 4.785, -3.572], [-0.768, 3.330, -1.534], [0.668, 3.042, -2.488], [-1.690, -1.962, -0.209], [-2.696, -1.117, -1.359], [-3.459, -3.422, -1.301], [-1.820, -4.043, -1.400], [1.365, 5.913, 3.844], [1.363, 4.617, 3.167], [2.114, 3.517, 3.489], [1.611, 2.367, 2.785], [2.078, 1.014, 2.721], [1.362, -0.150, 3.157], [-0.061, -0.170, 3.270], [-0.754, -1.306, 3.645], [-0.049, -2.498, 3.941], [-0.724, -3.678, 4.052], [-2.157, -3.821, 3.893], [-2.832, -2.620, 3.269], [-2.234, -1.322, 3.802], [-0.105, -4.965, 4.297], [1.408, -4.933, 4.180], [1.945, -3.639, 4.807], [1.366, -2.444, 4.104], [2.042, -1.354, 3.584], [0.494, 2.875, 1.996], [-0.430, 2.255, 1.174], [-1.456, 3.045, 0.646], [-1.349, 4.455, 0.627], [-0.497, 5.100, 1.532], [0.406, 4.273, 2.202], [0.891, 6.640, 3.175], [0.784, 5.891, 4.784], [2.369, 6.264, 4.091], [2.946, 3.567, 4.199], [3.168, 0.874, 2.580], [-0.645, 0.729, 3.055], [-2.325, -4.717, 3.280], [-2.576, -4.050, 4.887], [-2.718, -2.676, 2.179], [-3.896, -2.674, 3.507], [-2.491, -1.259, 4.873], [-2.655, -0.445, 3.301], [-0.431, -5.304, 5.298], [-0.541, -5.683, 3.586], [1.792, -5.830, 4.679], [1.686, -4.986, 3.120], [1.605, -3.668, 5.864], [3.038, -3.603, 4.808], [3.132, -1.384, 3.500], [-0.309, 1.195, 0.939], [-2.332, 2.591, 0.176], [-1.921, 5.029, -0.110], [-0.523, 6.184, 1.686]],
  "homo_ev": -9.990,
  "homo_lumo_gap_ev": 5.687,
  "charge": 1,
  "e_above_lowest_ev": 0.0000
}